Record 1
Below is a cluster of 14 separate species, C51H100O36S5 in total, with properties calculated with ωB97M-V with the def2-TZVPD basis set.

Its HOMO energy is -9.4 eV. Its maximum force is 3.82 eV Å⁻¹. As for the orbital gap: 9.76 eV.

Geometry (Å):
1 C 20.463 -4.513 21.659
2 C 21.716 -5.365 21.424
3 C 22.563 -4.513 20.493
4 O 21.634 -3.598 19.895
5 C 20.803 -3.193 20.988
6 H 20.321 -4.480 22.777
7 H 19.486 -4.935 21.294
8 H 21.502 -6.389 21.056
9 H 22.249 -5.457 22.343
10 H 23.009 -4.996 19.657
11 H 23.400 -4.039 21.050
12 H 19.983 -2.620 20.626
13 H 21.453 -2.649 21.701
14 C 23.877 -2.050 17.983
15 C 23.536 -3.308 17.219
16 C 24.792 -3.686 16.517
17 O 25.759 -2.627 16.739
18 C 25.390 -2.117 18.042
19 H 23.333 -2.144 18.946
20 H 23.511 -1.199 17.457
21 H 22.875 -3.019 16.425
22 H 23.019 -4.030 17.869
23 H 24.760 -3.704 15.424
24 H 25.113 -4.662 16.867
25 H 25.959 -1.147 18.146
26 H 25.690 -2.796 18.850
27 C 10.018 -1.414 17.966
28 C 9.378 -0.835 19.276
29 C 10.171 0.371 19.623
30 O 10.425 0.933 18.333
31 C 10.578 -0.081 17.335
32 H 9.284 -1.875 17.291
33 H 10.832 -2.101 18.219
34 H 9.398 -1.610 20.099
35 H 8.376 -0.569 19.099
36 H 11.125 0.150 20.064
37 H 9.637 1.174 20.183
38 H 11.620 -0.157 16.960
39 H 9.905 0.181 16.566
40 O 21.829 2.041 14.859
41 S 21.825 1.905 16.282
42 O 23.111 1.716 16.926
43 O 20.973 3.115 16.913
44 C 21.602 4.363 16.810
45 C 20.610 5.364 17.208
46 C 20.805 0.614 16.826
47 H 21.789 4.552 15.785
48 H 22.603 4.268 17.220
49 H 20.987 6.388 17.094
50 H 20.372 5.268 18.257
51 H 19.706 5.245 16.594
52 H 19.731 0.763 16.702
53 H 21.023 0.536 17.935
54 H 21.272 -0.294 16.365
55 O 15.017 3.663 16.956
56 S 14.349 2.513 16.386
57 O 14.717 1.911 15.143
58 O 14.463 1.295 17.465
59 C 14.320 1.639 18.883
60 C 14.699 0.335 19.626
61 C 12.622 2.845 16.232
62 H 13.368 1.852 19.159
63 H 14.882 2.520 19.214
64 H 15.720 0.087 19.548
65 H 14.146 -0.604 19.274
66 H 14.513 0.482 20.711
67 H 12.228 3.280 17.108
68 H 12.141 1.882 15.982
69 H 12.593 3.609 15.444
70 O 23.730 -1.574 11.919
71 S 22.949 -2.014 12.986
72 O 22.546 -3.344 13.164
73 O 23.749 -1.739 14.366
74 C 24.448 -0.465 14.445
75 C 25.953 -0.699 14.204
76 C 21.536 -0.994 13.062
77 H 24.232 -0.132 15.468
78 H 24.103 0.298 13.796
79 H 26.519 0.210 14.494
80 H 26.150 -0.947 13.091
81 H 26.382 -1.501 14.774
82 H 20.954 -1.532 13.787
83 H 21.082 -1.012 12.069
84 H 21.771 0.018 13.344
85 O 19.470 -2.512 15.989
86 S 18.348 -2.255 16.872
87 O 18.259 -0.962 17.476
88 O 17.027 -2.447 16.024
89 C 15.755 -2.065 16.795
90 C 14.714 -1.809 15.830
91 C 18.419 -3.622 18.037
92 H 16.007 -1.113 17.393
93 H 15.535 -2.905 17.455
94 H 15.034 -0.936 15.282
95 H 13.783 -1.538 16.292
96 H 14.580 -2.682 15.194
97 H 18.189 -4.507 17.479
98 H 17.712 -3.427 18.884
99 H 19.461 -3.699 18.340
100 O 10.731 -0.193 12.469
101 S 11.964 0.165 13.134
102 O 11.961 0.183 14.568
103 O 13.198 -0.678 12.632
104 C 12.876 -2.020 12.140
105 C 12.154 -2.806 13.223
106 C 12.422 1.716 12.384
107 H 13.863 -2.389 11.847
108 H 12.241 -1.905 11.285
109 H 11.091 -2.588 13.080
110 H 12.423 -2.482 14.228
111 H 12.425 -3.927 13.115
112 H 12.353 1.484 11.344
113 H 13.458 1.912 12.745
114 H 11.680 2.497 12.639
115 C 20.170 -5.272 13.562
116 C 19.453 -4.027 13.141
117 C 19.564 -3.891 11.641
118 O 18.217 -3.750 11.162
119 C 17.363 -3.921 12.166
120 O 16.160 -3.777 12.161
121 O 17.996 -4.116 13.368
122 H 19.735 -6.122 13.053
123 H 20.042 -5.482 14.674
124 H 21.213 -5.226 13.331
125 H 19.716 -3.225 13.779
126 H 20.038 -4.781 11.212
127 H 20.070 -3.044 11.337
128 C 23.170 -6.962 15.862
129 C 21.852 -6.729 16.717
130 C 20.871 -7.892 16.616
131 O 20.901 -8.614 17.816
132 C 21.569 -7.866 18.719
133 O 21.704 -8.154 19.850
134 O 22.104 -6.759 18.129
135 H 24.038 -6.361 16.230
136 H 22.981 -6.760 14.844
137 H 23.359 -8.039 15.904
138 H 21.389 -5.748 16.581
139 H 21.044 -8.512 15.776
140 H 19.788 -7.502 16.534
141 C 16.761 -3.372 21.809
142 C 15.751 -4.204 21.054
143 C 14.332 -4.189 21.749
144 O 13.368 -4.098 20.739
145 C 14.069 -3.675 19.588
146 O 13.494 -3.502 18.556
147 O 15.376 -3.561 19.800
148 H 16.274 -2.431 21.770
149 H 17.768 -3.330 21.306
150 H 16.864 -3.623 22.889
151 H 16.140 -5.185 20.747
152 H 14.226 -3.324 22.446
153 H 14.219 -5.135 22.292
154 C 16.362 -10.302 20.294
155 C 17.758 -9.740 19.947
156 C 18.011 -9.528 18.470
157 O 18.177 -8.146 18.184
158 C 18.134 -7.504 19.364
159 O 18.344 -6.334 19.550
160 O 17.874 -8.379 20.376
161 H 16.332 -10.519 21.399
162 H 16.109 -11.201 19.787
163 H 15.650 -9.502 20.078
164 H 18.502 -10.283 20.506
165 H 17.045 -9.884 17.938
166 H 18.991 -9.952 18.256
167 C 15.599 -6.756 12.958
168 C 16.081 -6.461 14.359
169 C 15.580 -5.234 15.062
170 O 15.508 -5.626 16.456
171 C 15.497 -6.998 16.527
172 O 15.279 -7.583 17.553
173 O 15.747 -7.512 15.305
174 H 14.835 -7.529 13.102
175 H 16.342 -7.289 12.356
176 H 15.161 -5.894 12.520
177 H 17.159 -6.467 14.261
178 H 14.567 -5.059 14.783
179 H 16.207 -4.305 14.860
180 C 17.928 2.051 14.350
181 C 18.215 0.761 13.632
182 C 17.022 0.255 12.920
183 O 17.618 -0.600 11.888
184 C 18.820 -0.069 11.572
185 O 19.504 -0.307 10.645
186 O 19.138 0.872 12.505
187 H 17.620 2.865 13.655
188 H 18.781 2.335 14.935
189 H 17.002 1.813 14.886
190 H 18.519 -0.059 14.348
191 H 16.429 1.070 12.402
192 H 16.353 -0.338 13.555

These are the Mulliken partial charges, in e, on atoms 1 to 5: C 0.32; C -0.40; C -0.44; O 0.13; C -0.86

---

Record 2
Below is an isolated molecule of C2H6N2O4, with properties calculated with ωB97M-V with the def2-TZVPD basis set.

Its HOMO energy (alpha / beta) is -5.8 / -10.0 eV. Its maximum force is 6.67 eV Å⁻¹. As for the orbital gap (alpha / beta): 6.16 / 6.69 eV. Its spin multiplicity is 3.

Geometry (Å):
1 C -1.691 0.239 0.426
2 C -0.375 0.599 -0.194
3 N 0.588 -0.082 0.518
4 N 2.079 0.253 0.032
5 O 2.345 1.366 -0.205
6 O 2.781 -0.714 0.060
7 O -0.316 0.198 -1.557
8 O 0.506 -1.499 0.493
9 H -2.565 0.908 -0.046
10 H -2.078 -0.829 0.137
11 H -1.630 0.452 1.512
12 H -0.256 1.638 -0.117
13 H -0.827 -0.652 -1.756
14 H 1.437 -1.876 0.697

These are the Mulliken partial charges, in e, on atoms 1 to 5: C -1.16; C 0.21; N 0.05; N 1.13; O -0.69

---

Relative energy (zero: lowest compared OMol25 entry of this formula, charge and spin) readings, ordered: 1.821; 4.556 eV